No. 1
Here is a structure of composition C56H113CuO55 at a distorted geometry from the OMol25 dataset. Energies are from the ωB97M-V functional and the def2-TZVPD basis.

Structure (XYZ):
```
225
Properties=species:S:1:pos:R:3
Cu -0.60784 -2.17355 2.87955
C -0.67367 0.43985 -0.04714
C 0.64161 -0.06281 0.51047
O 0.63429 -1.26170 1.19971
H -1.21876 -0.39873 -0.48048
H -0.58388 1.32525 -0.67650
H -1.36178 0.63385 0.77565
H 0.95897 0.72983 1.18803
H 1.46944 -0.02629 -0.19767
C -3.70884 2.96011 -5.17326
O -4.42949 1.71818 -5.15200
C -5.61044 1.65319 -5.71085
O -6.32582 2.59428 -6.08339
O -5.90780 0.32899 -5.87914
C -7.00705 -0.03967 -6.69365
H -2.65867 3.02182 -4.88791
H -4.25560 3.74893 -4.65663
H -3.68279 3.14337 -6.24743
H -7.01516 -1.12659 -6.77519
H -6.98780 0.28792 -7.73307
H -7.99948 0.22401 -6.32804
C 1.69976 -9.66788 -1.96396
O 2.37673 -8.52689 -1.66046
C 1.93533 -7.75630 -0.71729
O 0.79717 -7.76714 -0.23620
O 2.81942 -6.77538 -0.55949
C 2.67754 -5.79670 0.50582
H 0.80733 -9.54309 -2.57722
H 1.41160 -10.15443 -1.03212
H 2.36724 -10.32487 -2.52158
H 1.95921 -6.19899 1.22015
H 2.36594 -4.80232 0.18612
H 3.55064 -5.62111 1.13428
C -5.32412 -1.86522 2.58818
O -5.01207 -2.48718 1.30446
C -3.83477 -2.70854 1.02714
O -2.91269 -2.72563 1.82988
O -3.76348 -2.98620 -0.27528
C -2.44066 -2.96359 -0.88965
H -4.90400 -0.86211 2.66148
H -4.87527 -2.36201 3.44833
H -6.40995 -1.87038 2.68321
H -1.65417 -2.31780 -0.49913
H -2.62599 -2.59459 -1.89840
H -1.87313 -3.89288 -0.93906
C 4.79883 -4.39988 4.10550
O 6.21111 -4.28534 3.89201
C 6.86908 -3.29003 4.44986
O 6.33497 -2.35905 5.04241
O 8.15622 -3.48343 4.05978
C 9.12462 -2.45829 4.24437
H 4.42936 -4.13678 5.09664
H 4.54471 -5.45983 4.10247
H 4.24402 -3.85680 3.34042
H 8.79971 -1.42250 4.34284
H 9.78168 -2.56555 3.38132
H 9.79775 -2.66674 5.07595
C 2.16265 8.40886 -4.12918
O 0.85780 7.89668 -3.98877
C 0.74824 6.55236 -3.80311
O 1.66180 5.71107 -3.73283
O -0.62492 6.27164 -3.63664
C -1.01414 4.91067 -3.33077
H 2.79395 7.66612 -4.61694
H 2.56901 8.66697 -3.15126
H 2.22612 9.37868 -4.62265
H -2.07490 4.80852 -3.10172
H -0.36606 4.67933 -2.48544
H -0.67677 4.16981 -4.05561
C 4.34860 -1.11819 -4.67645
O 4.03980 -0.93370 -6.05451
C 3.35489 0.16864 -6.38164
O 2.92617 1.11096 -5.72982
O 3.23506 0.05319 -7.72656
C 2.53003 0.98036 -8.52047
H 4.68240 -0.17214 -4.25025
H 5.16361 -1.82176 -4.50661
H 3.48318 -1.36248 -4.06044
H 2.15325 0.49362 -9.42005
H 3.21701 1.75415 -8.86312
H 1.61237 1.42319 -8.13329
C -2.95098 -2.48412 6.46503
O -1.84926 -1.67909 6.57594
C -1.46673 -0.90934 5.52859
O -1.85758 -1.04359 4.32839
O -0.53337 -0.12172 6.02135
C 0.14213 0.82449 5.23837
H -2.89378 -3.17789 5.62627
H -3.77836 -1.79103 6.31279
H -3.14403 -2.93960 7.43630
H -0.35111 1.78800 5.11007
H 0.43707 0.44589 4.25972
H 1.16905 0.84415 5.60326
C -0.51720 0.47893 -5.13433
O -1.48697 -0.20469 -5.89643
C -2.20231 -1.14356 -5.25037
O -2.03017 -1.49110 -4.10363
O -3.07927 -1.66182 -6.10340
C -3.82833 -2.81481 -5.85427
H -0.88197 0.85265 -4.17757
H -0.09938 1.28756 -5.73404
H 0.26872 -0.22343 -4.85665
H -3.16589 -3.67374 -5.74699
H -4.59930 -2.99732 -6.60288
H -4.41562 -2.65570 -4.94990
C -7.22702 8.46723 1.89250
O -6.93115 7.14719 1.39658
C -5.63918 6.78342 1.11430
O -4.59856 7.47977 1.40951
O -5.64613 5.53349 0.69864
C -4.53063 4.92294 0.01570
H -7.80266 9.02385 1.15297
H -6.33670 9.09264 1.95803
H -7.78493 8.50086 2.82829
H -4.76341 3.85851 -0.01426
H -3.66892 5.07866 0.66481
H -4.31876 5.38384 -0.94906
C 4.02777 -1.93879 -0.58682
O 4.13268 -2.71729 -1.77828
C 4.70975 -3.94114 -1.85151
O 5.16230 -4.51260 -0.86203
O 4.73880 -4.31708 -3.12717
C 5.05423 -5.63785 -3.50105
H 3.29435 -2.37388 0.09209
H 3.58071 -0.97853 -0.84398
H 5.01437 -1.80612 -0.14284
H 4.32859 -6.29823 -3.02626
H 6.08717 -5.78270 -3.18457
H 4.95717 -5.82134 -4.57111
C 0.91092 -3.01112 -2.59239
O 1.02661 -2.61933 -3.94415
C 1.45562 -3.49808 -4.85241
O 1.70353 -4.69494 -4.64686
O 1.53139 -2.82054 -6.02867
C 1.95858 -3.34519 -7.29432
H 1.83136 -3.34841 -2.11580
H 0.04262 -3.64881 -2.42656
H 0.73147 -2.09978 -2.02199
H 1.96263 -2.49852 -7.98078
H 1.49788 -4.20461 -7.78141
H 2.99813 -3.63055 -7.13305
C 1.58725 -3.34977 7.14610
O 2.28826 -2.43136 6.40005
C 2.03638 -2.21093 5.08503
O 1.03963 -2.64453 4.47270
O 2.97479 -1.31147 4.62998
C 2.97421 -0.72917 3.31421
H 1.90273 -4.34130 6.82138
H 0.50610 -3.21176 7.13293
H 1.81936 -3.29590 8.20974
H 2.54787 -1.48167 2.65082
H 3.91771 -0.51766 2.81105
H 2.30790 0.13347 3.31219
C -1.62413 -5.99116 1.21695
O -1.44245 -6.54032 2.55351
C -1.18755 -5.67254 3.55397
O -1.10728 -4.42466 3.47813
O -0.96189 -6.48167 4.68143
C -0.72298 -5.81931 5.92204
H -1.89239 -6.80967 0.54899
H -0.84106 -5.32177 0.86082
H -2.55375 -5.42252 1.19320
H -1.65429 -5.71165 6.47808
H -0.25320 -4.84405 5.79457
H -0.10610 -6.53314 6.46794
C -7.35606 3.57267 -2.14984
O -6.05433 3.21668 -1.78767
C -5.66956 1.90170 -1.80466
O -6.41805 0.92575 -1.75960
O -4.34227 1.91335 -1.94451
C -3.66665 0.66717 -2.15641
H -7.52605 4.64854 -2.10851
H -8.07866 3.15382 -1.44948
H -7.60494 3.20884 -3.14672
H -3.59063 0.01371 -1.28731
H -2.66093 0.87556 -2.52140
H -4.24451 0.15303 -2.92442
C 0.41809 3.62424 2.52206
O 0.30896 4.93021 2.03806
C -0.58611 5.20668 1.01342
O -1.38532 4.48090 0.49352
O -0.47366 6.55916 0.80982
C -1.45590 7.27042 -0.00041
H -0.58310 3.19487 2.48522
H 0.80445 3.53696 3.53755
H 0.94395 2.90224 1.89734
H -1.53724 6.88666 -1.01738
H -1.19254 8.30753 0.20730
H -2.38786 7.06075 0.52454
C 2.71862 2.99952 -1.54916
O 3.68787 3.02662 -0.51761
C 4.59708 2.02202 -0.57366
O 4.65507 1.06964 -1.40213
O 5.60976 2.30452 0.34698
C 6.73090 1.39684 0.46703
H 2.08961 3.88196 -1.43197
H 2.04752 2.14727 -1.44247
H 3.13427 2.95337 -2.55575
H 7.12523 1.38020 -0.54900
H 6.44350 0.38694 0.75958
H 7.50942 1.73920 1.14880
C -4.01565 3.55051 7.30151
O -3.46566 2.79491 6.28782
C -3.34557 3.19735 5.04636
O -3.63288 4.36400 4.64957
O -2.93758 2.14326 4.31595
C -3.00205 2.23884 2.88221
H -5.09913 3.64120 7.37861
H -3.69761 4.59295 7.28479
H -3.80024 3.22484 8.31917
H -2.28020 1.57006 2.41342
H -2.63004 3.18295 2.48425
H -4.04085 2.08252 2.59139
C 3.85999 4.79293 2.62846
O 3.70416 3.49782 3.14420
C 3.36247 3.30129 4.45664
O 2.89484 4.14512 5.21281
O 3.48107 1.98911 4.73118
C 3.49417 1.62523 6.15203
H 4.32972 4.49997 1.68950
H 4.41124 5.52722 3.21585
H 2.92585 5.29676 2.38020
H 3.90911 0.62554 6.28058
H 2.54172 1.59418 6.68116
H 4.18386 2.26897 6.69794
```

Summary:
net charge: 0
orbital gap: 7.3 eV


No. 2
Here is a cluster of 6 separate species, C56H120F6NO7P3 in total at a distorted geometry from the OMol25 dataset. Energies are from the ωB97M-V functional and the def2-TZVPD basis.

Structure (XYZ):
```
193
Properties=species:S:1:pos:R:3
C 8.90063 -0.08878 1.75928
C 7.48604 0.44449 2.08552
C 6.56013 0.06053 0.90296
C 6.45357 -1.43851 0.61443
P 4.88439 -1.96742 -0.13191
C 3.54880 -1.20669 0.88755
C 3.63765 -1.64946 2.42231
C 2.39378 -1.09295 3.09674
C 2.34715 -1.48788 4.52830
C 4.62598 -3.79832 -0.01417
C 3.09996 -4.30474 0.09429
C 2.28659 -4.11391 -1.20306
C 0.96377 -4.85730 -1.10825
C 4.54234 -1.40102 -1.85448
C 4.77759 0.05926 -2.16527
C 4.47176 0.50532 -3.60235
C 4.83328 1.95744 -3.99233
H 9.25000 0.28804 0.79801
H 8.92598 -1.17524 1.67532
H 9.59605 0.23983 2.53162
H 7.45324 1.53294 2.03754
H 7.06262 0.05871 3.01288
H 6.85477 0.61478 0.01184
H 5.58963 0.45579 1.20295
H 6.42554 -2.04052 1.52267
H 7.35762 -1.76069 0.09773
H 2.62273 -1.61229 0.48013
H 3.44405 -0.13059 0.74924
H 4.55867 -1.26690 2.86215
H 3.58393 -2.72530 2.58900
H 1.46421 -1.41804 2.62949
H 2.50433 -0.01075 3.16537
H 3.28681 -1.22491 5.01409
H 2.29999 -2.56866 4.66171
H 1.48005 -0.99664 4.96978
H 5.18187 -4.01097 0.89900
H 5.13512 -4.42847 -0.74341
H 2.71476 -3.88204 1.02222
H 3.09205 -5.38624 0.22989
H 2.97582 -4.35201 -2.01322
H 2.04643 -3.06202 -1.35782
H 0.27768 -4.54473 -0.32105
H 1.16594 -5.90309 -0.87683
H 0.49748 -4.89903 -2.09259
H 3.50973 -1.74552 -1.91043
H 5.26960 -2.06991 -2.31467
H 5.80656 0.23125 -1.84944
H 4.19748 0.70113 -1.50226
H 3.38304 0.45838 -3.57828
H 4.90534 -0.13410 -4.37128
H 5.91727 2.06700 -3.95967
H 4.37212 2.53395 -3.19041
H 4.65181 2.31823 -5.00475
C 1.17735 -2.16741 -4.47313
C -0.32531 -2.23195 -4.93839
C -1.23106 -1.77816 -3.74351
C -2.68453 -2.13218 -4.15856
P -3.87141 -1.73114 -2.81683
C -5.61172 -2.03992 -3.38174
C -6.69665 -2.47172 -2.39760
C -8.18578 -2.26681 -2.95092
C -8.56713 -3.23063 -4.06589
C -3.59851 -2.78387 -1.32002
C -3.28796 -4.25088 -1.55645
C -4.55018 -5.07538 -1.87315
C -4.26641 -6.50489 -2.02768
C -3.75737 -0.04500 -2.37112
C -3.66715 0.93962 -3.58674
C -3.64819 2.38286 -3.24519
C -3.24812 3.34367 -4.45429
H 1.82150 -2.17120 -5.35243
H 1.50893 -2.99918 -3.85159
H 1.30393 -1.19273 -4.00188
H -0.58937 -3.22298 -5.30746
H -0.42410 -1.52287 -5.76031
H -1.09763 -0.72487 -3.49676
H -0.90003 -2.31300 -2.85330
H -2.82428 -3.18910 -4.38548
H -2.80540 -1.64753 -5.12737
H -5.51938 -2.88640 -4.06222
H -5.93919 -1.15288 -3.92397
H -6.66328 -1.91444 -1.46143
H -6.62635 -3.54415 -2.21583
H -8.33425 -1.24992 -3.31422
H -8.85814 -2.33288 -2.09555
H -7.92207 -3.15160 -4.94096
H -9.62028 -3.23986 -4.34677
H -8.34051 -4.24273 -3.73062
H -4.57594 -2.63941 -0.85976
H -2.83493 -2.26437 -0.74109
H -2.78553 -4.69373 -0.69648
H -2.64559 -4.37465 -2.42831
H -4.88759 -4.68907 -2.83493
H -5.31175 -4.87676 -1.11906
H -5.01646 -7.28928 -1.92640
H -3.52649 -6.80382 -1.28521
H -3.76215 -6.75115 -2.96212
H -3.05537 0.20202 -1.57471
H -4.64766 0.08580 -1.75600
H -4.37875 0.73631 -4.38698
H -2.74739 0.84893 -4.16460
H -2.91420 2.46296 -2.44336
H -4.59256 2.63191 -2.76119
H -3.79064 4.28884 -4.47470
H -3.50127 2.90227 -5.41823
H -2.17353 3.48935 -4.34406
C -5.61569 4.42532 0.80289
C -4.65466 3.25495 0.55858
C -3.73018 2.95368 1.75279
C -2.93027 1.57619 1.63205
P -2.43047 0.82553 3.23885
C -1.88604 -0.90425 3.09993
C -2.96912 -1.91837 2.56252
C -2.54281 -3.44095 2.73234
C -1.18287 -3.70237 2.11362
C -0.84620 1.68413 3.87077
C -0.86668 3.19617 3.89894
C -0.32637 3.78681 2.56756
C 1.11368 3.63963 2.17705
C -3.78626 0.98099 4.45576
C -3.37621 0.44525 5.79009
C -4.39043 0.64378 6.88118
C -5.47690 -0.54432 6.72716
H -6.30151 4.25931 1.63367
H -6.34273 4.41994 -0.00919
H -5.17024 5.39761 1.01343
H -4.05395 3.36878 -0.34380
H -5.23429 2.35152 0.36902
H -4.37335 3.04161 2.62840
H -3.14109 3.84701 1.96024
H -2.05343 1.62594 0.98647
H -3.56595 0.80276 1.20097
H -1.55994 -1.23707 4.08531
H -0.96965 -0.85153 2.51209
H -3.25745 -1.79902 1.51814
H -3.82973 -1.75223 3.21048
H -3.25339 -4.12571 2.26944
H -2.51808 -3.75837 3.77480
H -1.35309 -3.74388 1.03779
H -0.68353 -4.60094 2.47602
H -0.52782 -2.88039 2.40232
H -0.02331 1.28177 3.27996
H -0.53211 1.35255 4.86047
H -0.16976 3.49979 4.68011
H -1.88227 3.55949 4.05604
H -0.59658 4.84265 2.55021
H -0.92378 3.40739 1.73856
H 1.34959 4.35669 1.39075
H 1.24654 2.59842 1.88321
H 1.73251 3.72735 3.07006
H -4.58159 0.40506 3.98262
H -4.08708 2.02305 4.56406
H -2.50769 1.05620 6.03607
H -3.05709 -0.59680 5.81018
H -4.95759 1.56032 6.71879
H -3.82802 0.63991 7.81487
H -6.27569 -0.29878 7.42697
H -5.07495 -1.51697 7.01089
H -5.97259 -0.61973 5.75933
C 2.54588 5.14470 -4.69299
O 1.79976 3.90238 -4.94631
O 3.72465 5.16830 -5.39707
C 1.55211 6.40931 -4.61230
F 0.61847 6.38080 -5.64537
F 0.85831 6.51842 -3.42421
F 2.22226 7.59886 -4.82049
C 1.10744 3.23323 -3.89458
C 0.53786 1.89630 -4.33585
H -0.22804 2.10785 -5.08200
H 1.31201 1.33324 -4.85715
H 0.20809 1.33184 -3.46365
H 0.33286 3.88819 -3.49563
H 1.87558 2.93347 -3.18170
H 2.88967 5.11513 -3.65905
C 6.80210 4.98686 4.86069
O 5.88538 3.85071 4.50027
O 6.69917 5.01702 6.29617
C 8.18241 4.95352 4.12222
F 8.87957 3.81829 4.31540
F 8.05826 5.25173 2.84545
F 8.87634 6.02524 4.54896
C 5.09762 3.89271 3.32282
C 4.50716 2.46869 3.07287
H 4.04009 2.06659 3.97190
H 3.84039 2.24212 2.24089
H 5.37829 1.85301 2.84885
H 5.61003 4.28975 2.44652
H 4.24674 4.55109 3.49782
H 6.32173 5.87850 4.45781
N 0.20815 -0.20815 -0.41108
O 0.27637 0.39119 0.64183
O -0.85175 -0.76978 -0.72649
O 1.13719 -0.36302 -1.19555
```

Summary:
net charge: 0
orbital gap: 3.5 eV


| no. | M (g mol⁻¹) |
| --- | --- |
| 1 | 1730.01 |
| 2 | 1126.49 |